# 1
Below is a structure of composition C8H10O8PTi, with properties calculated with the ωB97M-V functional and the def2-TZVPD basis.

ORCA input file:
```
! wB97M-V def2-TZVPD RIJCOSX def2/J DEFGRID3
* xyz 2 2
O -2.343 -6.386 -1.855
C -2.269 -5.331 -1.551
Ti 0.101 -1.215 -0.553
O -2.851 -2.254 -0.654
C -1.761 -1.910 -0.628
C 2.085 -1.316 -0.721
O 3.225 -1.313 -0.800
C 0.035 -1.048 -2.533
O -0.015 -0.901 -3.669
C 0.296 -2.167 1.184
O 0.399 -2.667 2.209
H 0.365 -2.944 -1.089
C -1.674 2.998 -0.792
O -0.791 2.548 0.316
P -0.338 1.010 0.001
O 1.183 1.444 -0.637
C 2.177 1.911 0.360
O -0.738 0.468 1.550
C 0.178 0.896 2.631
H -1.971 3.978 -0.555
H -2.514 2.318 -0.807
H -1.098 2.954 -1.701
H 3.006 2.279 -0.186
H 1.727 2.696 0.961
H 2.458 1.028 0.934
H 1.088 0.314 2.485
H -0.291 0.637 3.543
H 0.331 1.969 2.560
*
```

Computed properties:
* HOMO-LUMO gap (spin up / spin down): 7.891 / 7.355 eV
* DFT total energy: -57220.690 eV
* ΔE to the lowest compared entry with this formula, charge and spin: 3.0 kcal per mole
* E_HOMO (spin up / spin down): -18.31 / -18.31 eV


# 2
Below is the molecule C8H10S, with properties calculated with the ωB97M-V functional and the def2-TZVPD basis.

ORCA input file:
```
! wB97M-V def2-TZVPD RIJCOSX def2/J DEFGRID3
* xyz 0 1
S 2.220 -0.037 0.402
C 1.135 -1.399 0.060
C -0.315 -0.953 -0.420
C -1.218 -0.636 0.778
C -0.994 0.644 1.543
C -0.573 1.621 0.743
C -0.063 2.616 -0.192
C -0.056 1.372 -0.634
C -0.265 0.150 -1.446
H 3.142 0.022 -0.862
H 0.915 -1.695 1.054
H 1.470 -2.273 -0.450
H -0.721 -1.795 -0.846
H -0.948 -1.519 1.509
H -2.248 -0.769 0.423
H -1.340 0.655 2.611
H 0.440 3.606 -0.246
H -1.193 0.274 -1.945
H 0.612 0.115 -2.082
*
```

Computed properties:
* HOMO-LUMO gap: 8.315 eV
* structure (SMILES): SC[C@H]1CC=C2C=C2C1
* DFT total energy: -19288.227 eV
* ΔE to the lowest compared entry with this formula, charge and spin: 124.7 kcal per mole
* E_HOMO: -7.73 eV


# 3
Below is the molecule C8H10S, with properties calculated with the ωB97M-V functional and the def2-TZVPD basis.

ORCA input file:
```
! wB97M-V def2-TZVPD RIJCOSX def2/J DEFGRID3
* xyz 0 1
C 1.471 -0.519 0.179
C 0.996 -0.366 -1.270
C 0.711 -0.641 1.374
C 0.010 0.790 -1.226
C -0.232 0.536 1.371
C -1.864 -0.591 -0.183
C 2.312 -0.117 -0.641
C -1.069 0.638 0.003
S 0.540 -1.845 -2.092
H -0.047 -1.356 1.082
H 1.276 -0.793 2.292
H 0.497 1.751 -0.913
H -0.736 0.778 -2.115
H -0.985 0.461 2.145
H 0.340 1.451 1.493
H -2.073 -1.422 0.501
H -2.745 -0.392 -0.807
H 3.313 0.094 -0.973
H -1.715 1.542 -0.221
*
```

Computed properties:
* HOMO-LUMO gap (spin up / spin down): 8.429 / 6.736 eV
* DFT total energy: -19287.099 eV
* ΔE to the lowest compared entry with this formula, charge and spin: 150.7 kcal per mole
* E_HOMO (spin up / spin down): -8.36 / -8.00 eV


# 4
Below is a structure of composition C8H10Si2, with properties calculated with the ωB97M-V functional and the def2-TZVPD basis.

ORCA input file:
```
! wB97M-V def2-TZVPD RIJCOSX def2/J DEFGRID3
* xyz 0 1
C 0.816 -1.006 -0.029
C 2.569 -0.152 -0.081
C -3.115 0.421 -0.082
C -2.789 -0.840 0.405
C -2.094 1.307 -0.409
C -1.547 -1.380 0.211
C -0.788 0.858 -0.405
C -0.461 -0.528 -0.130
Si 2.648 1.718 0.280
Si 2.397 -1.997 -0.126
H -4.198 0.504 0.007
H -3.529 -1.391 0.740
H -2.208 2.284 -0.762
H -1.223 -2.365 0.421
H -0.061 1.492 -0.574
H 2.212 2.288 -1.164
H 1.836 2.311 1.276
H 3.988 2.099 0.509
H 2.142 -3.192 0.906
H 3.407 -2.430 -0.995
*
```

Computed properties:
* HOMO-LUMO gap (spin up / spin down): 6.755 / 7.331 eV
* DFT total energy: -24205.880 eV
* ΔE to the lowest compared entry with this formula, charge and spin: 91.0 kcal per mole
* E_HOMO (spin up / spin down): -7.82 / -8.38 eV


# 5
Below is a structure of composition C8H11AgBF4O4PSe, with properties calculated with the ωB97M-V functional and the def2-TZVPD basis.

ORCA input file:
```
! wB97M-V def2-TZVPD RIJCOSX def2/J DEFGRID3
* xyz -2 1
Ag 1.806 -0.920 1.438
C 1.135 2.451 -0.571
P 0.538 0.932 0.242
C -0.444 1.629 1.607
C -0.743 0.383 -0.948
C -0.388 0.146 -2.278
C -1.308 -0.338 -3.192
C -2.610 -0.616 -2.792
C -2.972 -0.406 -1.472
C -2.048 0.093 -0.562
H 1.645 2.213 -1.505
H 1.850 2.908 0.113
H 0.295 3.118 -0.779
H -1.225 2.306 1.249
H 0.282 2.144 2.238
H -0.883 0.831 2.206
H 0.633 0.318 -2.601
H -1.001 -0.523 -4.214
H -3.325 -1.020 -3.498
H -3.971 -0.654 -1.136
H -2.347 0.229 0.469
F -1.560 -3.814 -0.138
B -0.208 -4.027 0.183
F -0.103 -4.904 1.269
F 0.475 -4.552 -0.926
F 0.376 -2.769 0.532
O 3.985 -0.095 2.008
Se 3.250 1.004 3.043
O 4.263 1.524 4.220
O 1.941 0.137 3.639
O 2.662 2.269 2.156
*
```

Computed properties:
* HOMO-LUMO gap: 7.319 eV
* DFT total energy: -106851.465 eV
* ΔE to the lowest compared entry with this formula, charge and spin: 0.0 kcal per mole
* E_HOMO: -2.45 eV


# 6
Below is a structure of composition C8H11BeBrCl2NNaO11, with properties calculated with the ωB97M-V functional and the def2-TZVPD basis.

ORCA input file:
```
! wB97M-V def2-TZVPD RIJCOSX def2/J DEFGRID3
* xyz 0 1
O -2.623 -3.937 -3.700
N -2.823 -2.894 -3.241
O -1.657 -2.085 -3.307
C -2.012 -0.750 -3.581
C -1.930 -0.225 -5.022
O -2.210 1.155 -4.802
C -1.597 1.531 -3.623
O -1.522 2.681 -3.326
C -1.074 0.274 -2.922
H -3.033 -0.522 -3.252
H -2.582 -0.646 -5.780
H -0.873 -0.359 -5.291
H -1.039 0.256 -1.844
H -0.024 0.140 -3.337
C 3.171 0.780 2.599
C 2.288 0.956 1.387
C 0.819 0.936 1.678
O 0.266 0.502 0.411
C 1.200 -0.245 -0.182
O 1.034 -0.913 -1.155
O 2.393 -0.163 0.480
H 4.175 0.457 2.306
H 3.256 1.716 3.150
H 2.766 0.019 3.270
H 2.585 1.854 0.837
H 0.430 1.912 1.959
H 0.550 0.205 2.432
Na 3.683 -2.063 0.786
O -0.019 0.532 4.354
Cl -0.884 0.096 5.386
O -2.234 0.369 5.052
O -0.530 0.868 6.702
O -0.708 -1.275 5.646
Be 0.977 -1.477 -3.878
Br -1.220 2.670 6.889
Cl 1.001 -2.353 2.915
*
```

Computed properties:
* HOMO-LUMO gap: 4.414 eV
* DFT total energy: -132377.193 eV
* E_HOMO: -7.25 eV


> Look up the DFT total energy of the sixth one.

-132377.193 eV


> Which value of DFT total energy does entry 4 give?

-24205.880 eV


> Among the records above, which one has the lowest DFT total energy?

C8H11BeBrCl2NNaO11